Entry 1:
Below is a cluster of 2 separate species, C17H21F17N2 in total, with properties calculated with ωB97M-V/def2-TZVPD.

Geometry as XYZ:
```
57
Properties=species:S:1:pos:R:3:forces:R:3:mulliken_charge:R:1
F 1.991 -1.356 -3.838 0.01 0.29 -0.15 -0.40
F -6.903 -0.724 -3.325 -0.02 0.29 -0.02 -0.24
F -2.358 -0.909 -1.549 0.11 -0.05 -0.18 -0.29
F -4.507 0.996 -3.510 0.25 -0.08 0.10 -0.29
F -0.568 1.642 -4.566 -0.03 -0.07 0.12 -0.30
F 1.595 0.753 -3.238 -0.14 0.03 -0.17 -0.34
F -3.609 -1.835 -3.734 0.02 0.07 0.08 -0.22
F -5.165 0.393 -1.532 0.19 0.00 -0.14 -0.32
F -2.249 0.287 -4.798 -0.08 -0.05 0.26 -0.27
F -6.223 -2.647 -4.006 -0.04 -0.10 0.00 -0.26
F -2.346 2.337 -2.936 -0.23 -0.14 -0.07 -0.32
F -0.857 -1.766 -3.746 -0.13 0.26 0.13 -0.25
F -0.780 1.414 -1.794 0.16 -0.09 -0.02 -0.18
F -4.826 -2.098 -1.933 0.13 0.11 0.00 -0.31
F -5.654 -0.895 -5.102 -0.02 0.36 -0.06 -0.23
F -2.995 0.971 -0.706 -0.02 0.09 -0.12 -0.39
F 0.122 -0.692 -5.353 -0.19 0.11 0.16 -0.36
N 0.886 -0.889 -1.857 0.27 0.42 0.79 -0.54
N 1.887 0.386 1.855 -0.30 0.03 -0.11 0.81
C -4.261 0.132 -2.509 -0.52 -0.10 0.23 0.48
C -0.285 -0.784 1.927 -0.03 -0.04 0.03 -0.64
C 2.826 0.585 0.722 -0.02 -0.35 -0.25 -1.17
C 1.077 -0.517 -3.131 -0.13 -1.06 0.80 0.48
C 2.008 1.482 2.877 0.05 0.06 0.06 -0.92
C 3.396 1.800 3.419 0.22 0.00 0.05 -0.91
C 2.027 -0.996 2.433 -0.02 -0.11 0.24 -0.48
C -1.767 1.143 -2.655 -0.07 0.08 -0.04 0.59
C -2.827 0.303 -1.875 -0.10 0.17 0.24 0.67
C 3.286 0.332 5.526 0.05 -0.01 -0.01 -1.11
C -4.597 -1.309 -3.001 -0.17 0.08 -0.17 0.66
C -0.208 -0.612 -4.024 0.62 0.12 -0.88 0.61
C 0.456 0.391 1.283 -0.15 -0.01 -0.16 -0.08
C 0.663 -1.313 3.008 -0.17 0.05 -0.10 -0.72
C -1.197 0.591 -3.995 0.26 0.11 -0.11 0.48
C 4.109 0.795 4.328 -0.07 -0.08 0.01 -0.51
C -5.883 -1.358 -3.885 0.13 -0.72 0.09 0.61
H 2.542 -0.179 -0.007 0.18 0.28 -0.37 0.47
H 4.059 2.066 2.594 -0.04 0.02 -0.03 0.31
H 3.269 2.727 3.987 -0.10 0.00 -0.01 0.46
H 3.805 -0.462 6.063 0.00 0.02 0.03 0.36
H 0.536 -2.378 3.191 0.06 -0.01 0.00 0.53
H 1.649 2.376 2.368 -0.05 -0.02 -0.01 0.37
H 3.861 0.459 1.030 -0.05 0.01 0.17 0.34
H 2.839 -1.028 3.151 0.04 0.06 -0.04 0.18
H 0.531 0.266 0.197 0.04 -0.08 -0.03 -0.41
H 4.462 -0.063 3.752 -0.01 0.00 -0.01 0.32
H 0.502 -0.796 3.956 0.05 -0.02 0.02 0.14
H -1.248 -0.483 2.334 0.01 0.04 0.00 0.40
H 5.016 1.278 4.698 0.02 0.01 -0.05 0.43
H 2.308 -0.059 5.240 0.01 -0.02 -0.01 0.18
H 0.004 1.354 1.504 0.08 0.04 0.05 0.30
H 0.731 -1.889 -1.826 -0.12 0.01 -0.16 0.08
H -0.475 -1.547 1.174 0.06 0.01 -0.04 0.34
H 2.665 1.579 0.311 0.02 -0.03 -0.10 0.38
H 2.256 -1.662 1.602 -0.01 0.05 -0.05 0.52
H 3.123 1.152 6.227 -0.05 0.01 -0.02 0.37
H 1.298 1.258 3.673 0.02 -0.04 0.02 0.59
```
Positions in Å, forces in eV/Å.

Properties
* HOMO: -6.95 eV
* multiplicity: 1

=====

Entry 2:
Below is a cluster of 2 separate species, C4H12 in total, with properties calculated with ωB97M-V/def2-TZVPD.

Geometry as XYZ:
```
16
Properties=species:S:1:pos:R:3:forces:R:3:mulliken_charge:R:1
C 2.032 -0.315 1.022 -1.29 -0.37 0.44 -1.30
C -2.442 0.502 -1.371 1.50 0.14 0.57 -1.64
C -1.330 1.589 -1.441 0.48 -1.02 1.68 -0.73
C 1.704 -1.696 1.596 -0.17 -0.14 1.29 -1.77
H -0.867 1.728 -2.415 -0.56 0.75 -0.12 0.72
H -2.875 0.302 -2.347 -0.57 0.11 0.17 0.34
H -1.625 2.405 -0.770 -0.12 0.79 -1.23 0.41
H 2.390 -2.450 1.228 -0.24 -0.38 -0.28 0.36
H -1.985 -0.415 -0.993 0.01 -0.28 -0.35 0.48
H -3.099 0.771 -0.542 -0.66 0.05 -0.54 0.53
H -0.464 1.270 -0.838 -0.13 -0.51 -0.21 -0.48
H 1.084 0.171 0.760 0.14 0.10 0.05 -0.36
H 1.793 -1.764 2.697 0.41 0.42 -0.23 0.38
H 2.561 -0.426 0.083 0.56 0.35 0.06 0.86
H 2.473 0.284 1.815 0.59 0.29 -0.46 0.43
H 0.648 -1.957 1.517 0.06 -0.30 -0.83 0.77
```
Positions in Å, forces in eV/Å.

Properties
* HOMO (alpha / beta): 1.54 / -7.33 eV
* charge: -1
* multiplicity: 2

=====

Entry 3:
Below is a cluster of 2 separate species, ClH3O2SSi in total, with properties calculated with ωB97M-V/def2-TZVPD.

Geometry as XYZ:
```
8
Properties=species:S:1:pos:R:3:forces:R:3:mulliken_charge:R:1
Cl -0.534 0.764 -2.293 -0.30 0.20 -0.09 -0.03
S 1.006 1.037 -1.041 0.12 -3.36 0.69 0.72
Si -0.638 -0.538 1.117 -1.22 2.16 -1.69 0.52
O 0.459 -0.932 0.047 2.79 2.05 -3.63 -0.44
O 2.197 0.751 -1.793 -0.54 0.38 0.61 -0.33
H -0.062 -1.042 2.228 0.38 -1.22 3.16 -0.14
H -0.509 0.982 1.156 -0.74 -0.30 0.35 -0.19
H -1.919 -1.022 0.579 -0.49 0.10 0.59 -0.11
```
Positions in Å, forces in eV/Å.

Properties
* HOMO (alpha / beta): -10.32 / -10.32 eV
* multiplicity: 1

=====

Entry 4:
Below is an isolated molecule of Cl3H3Si2, with properties calculated with ωB97M-V/def2-TZVPD.

Geometry as XYZ:
```
8
Properties=species:S:1:pos:R:3:forces:R:3:mulliken_charge:R:1
Cl 1.847 -1.688 -0.957 -0.36 0.86 0.33 -0.25
Cl 1.808 1.674 -0.921 -0.08 0.02 0.02 -0.20
Cl 1.869 -0.111 1.976 -0.46 0.27 -1.09 -0.26
Si 1.074 0.025 0.008 0.66 -1.61 1.02 0.61
Si -1.275 -0.036 0.005 0.71 -0.86 1.10 0.42
H -1.654 -0.551 -1.237 -0.41 -0.60 -1.63 -0.11
H -1.525 1.317 0.094 -0.51 2.30 -0.04 -0.12
H -2.144 -0.630 1.032 0.43 -0.38 0.30 -0.09
```
Positions in Å, forces in eV/Å.

Properties
* HOMO: -10.74 eV
* SMILES string: [SiH3][Si](Cl)(Cl)Cl
* multiplicity: 1